# 1
C5H12N4 in the gas phase at a distorted geometry, computed with ωB97M-V/def2-TZVPD.

Properties
**E**: -11337.300 eV
**SMILES**: [H]/N=C(\C(N)=C/N)[C@H](C)N
**HOMO level (spin up / spin down)**: -7.04 / -7.04 eV
**Energy relative to the best compared isomer or geometry (same formula, charge and spin)**: 281.9 kJ/mol

Each line ends with the natural charge from an NBO analysis.
Atoms and positions in Å:
1 C -1.0465 -0.3910 -0.2655  -0.0821
2 C -2.2503 0.3954 -0.7668  -0.6439
3 C 0.0730 0.9163 0.3976  0.3290
4 C 1.3831 0.5499 0.0933  -0.1208
5 N 2.4127 1.5157 0.1771  -0.8015
6 N -1.3127 -1.2288 0.8927  -0.8794
7 N 1.3342 -1.9027 0.2116  -0.7869
8 C 1.6249 -0.7328 -0.4213  0.0994
9 N -0.5214 1.8858 0.9341  -0.7579
10 H -0.7033 -1.0328 -1.0808  0.1841
11 H 2.2943 2.3254 -0.4174  0.3608
12 H 3.3474 1.1378 0.1294  0.3731
13 H -2.0460 -1.9086 0.7104  0.3555
14 H -1.5931 -0.6485 1.6773  0.3730
15 H -0.0897 2.7982 0.8056  0.3547
16 H 1.7460 -2.7575 -0.1311  0.3945
17 H 0.5779 -1.8646 0.8968  0.4379
18 H 2.4174 -0.8367 -1.1629  0.1774
19 H -1.9885 0.9701 -1.6557  0.2072
20 H -2.5893 1.0919 -0.0007  0.2331
21 H -3.0699 -0.2826 -1.0237  0.1930

Cartesian forces (eV/Å) of the 2 atoms listed first:
C 0.2 2.4 1.6
C 0.0 -0.2 0.1

# 2
A molecular structure, C5H12N4 at a distorted geometry, computed with ωB97M-V/def2-TZVPD.

Properties
**E**: -11338.074 eV
**HOMO level**: -7.91 eV
**Energy relative to the best compared isomer or geometry (same formula, charge and spin)**: 207.2 kJ/mol

Each line ends with the natural charge from an NBO analysis.
Atoms and positions in Å:
1 C 0.3003 2.1517 0.9921  -0.4284
2 C 0.4289 -2.4305 -0.3718  -0.4211
3 C -1.4128 0.6736 -1.5445  -0.6691
4 N 0.3632 0.8575 0.3603  -0.4785
5 C 0.1445 -0.3364 0.9078  0.6343
6 C 0.0081 0.3040 -1.2043  0.5322
7 N 0.1948 -0.6473 2.2322  -0.8142
8 N -0.1734 -1.1588 -0.0681  -0.5323
9 N 0.9038 0.3425 -2.1112  -0.8284
10 H 0.2554 0.0930 2.9104  0.3981
11 H -0.2102 -1.5154 2.5378  0.4073
12 H 1.8412 0.1580 -1.7644  0.3389
13 H -0.6723 2.3272 1.4681  0.1847
14 H 0.4672 2.9258 0.2429  0.2294
15 H 1.0769 2.2622 1.7583  0.1964
16 H 1.0422 -2.3151 -1.2739  0.2094
17 H -0.3359 -3.1862 -0.5675  0.1960
18 H 1.0666 -2.7943 0.4401  0.1830
19 H -2.0784 0.6187 -0.6842  0.2067
20 H -1.4334 1.6847 -1.9533  0.2215
21 H -1.7766 -0.0152 -2.3068  0.2341

Cartesian forces (eV/Å) of the 2 atoms listed first:
C -0.2 -0.1 0.2
C -0.2 -0.1 0.3

# 3
2 unconnected molecules or ions with the total composition C5H12N4, computed with ωB97M-V/def2-TZVPD.

Properties
**E**: -11337.583 eV
**HOMO level (spin up / spin down)**: -8.20 / -8.20 eV
**Energy relative to the best compared isomer or geometry (same formula, charge and spin)**: 254.5 kJ/mol

Each line ends with the natural charge from an NBO analysis.
Atoms and positions in Å:
1 C 0.4832 -0.5349 2.1884  -0.6951
2 C -1.8341 0.4978 -0.8327  -0.6460
3 C -0.8291 -0.2488 0.0030  0.1717
4 C -0.5219 0.2499 1.3715  0.2571
5 N -0.6795 -1.5657 -0.2801  -0.7395
6 N -1.1143 1.3103 1.7636  -0.6063
7 H -0.1192 -2.0743 0.3937  0.3731
8 H -0.8187 1.5725 2.7041  0.3353
9 H 0.0485 -1.4719 2.5488  0.2309
10 H 1.3691 -0.7841 1.5991  0.2324
11 H -2.8392 0.2992 -0.4514  0.2328
12 H -1.6661 1.5712 -0.7895  0.2363
13 H 0.7973 0.0407 3.0588  0.2277
14 H -1.7822 0.1534 -1.8658  0.2284
15 N 1.9742 1.0569 -1.9659  -0.8294
16 C 1.2570 -0.0712 -1.6364  0.2428
17 N 1.1417 -1.2064 -2.0558  -0.5461
18 H 2.0822 1.7587 -1.2516  0.3864
19 H 2.7801 0.9120 -2.5552  0.3949
20 H -0.2020 -1.7064 -1.2403  0.4195
21 H 0.4730 0.2412 -0.7064  0.0930

Cartesian forces (eV/Å) of the 2 atoms listed first:
C -0.1 0.0 0.0
C 0.0 0.0 0.1

# 4
A molecular structure, C5H12N4 at a distorted geometry, computed with ωB97M-V/def2-TZVPD.

Properties
**E**: -11329.696 eV
**HOMO level**: -8.48 eV
**Energy relative to the best compared isomer or geometry (same formula, charge and spin)**: 1015.5 kJ/mol

Each line ends with the natural charge from an NBO analysis.
Atoms and positions in Å:
1 C 1.6286 -0.8422 1.1195  -0.4691
2 C 1.0238 -1.0184 -1.1392  -0.2197
3 C -0.0097 -0.2053 -0.3307  0.0147
4 C -1.3991 -0.1753 -0.8015  -0.2358
5 C 0.3102 1.2260 -0.0418  0.4321
6 H 1.6301 -2.1254 1.8989  0.2054
7 H 2.8377 -0.5220 0.4758  0.2168
8 H 1.2236 0.2538 2.0064  0.2701
9 H 1.9999 -0.5342 -1.3650  0.2123
10 H 0.8814 -1.9575 -1.8806  0.1995
11 H -1.6874 -0.8745 -1.5399  0.1920
12 H -2.0021 0.6752 -1.1783  0.2243
13 H -1.9694 -1.6412 0.8993  0.3831
14 H -3.1323 -0.5865 0.0998  0.3623
15 H -1.0522 0.9690 1.1863  0.4309
16 H -0.5627 2.8034 0.8629  0.3521
17 H 0.9780 2.9114 -1.0135  0.3193
18 N 0.6289 -1.2043 0.1721  -0.5115
19 N -2.1307 -0.5366 0.4003  -0.8667
20 N -0.1175 1.5916 1.2696  -0.8281
21 N 0.9210 1.7930 -1.1004  -0.6842

Cartesian forces (eV/Å) of the 2 atoms listed first:
C 2.4 -0.9 4.4
C 0.6 -1.3 -3.8

# 5
A molecular structure, C5H12N4O2 at a distorted geometry, computed with ωB97M-V/def2-TZVPD.

Properties
**E**: -15422.143 eV
**HOMO level**: -9.12 eV
**Energy relative to the best compared isomer or geometry (same formula, charge and spin)**: 1294.7 kJ/mol

Each line ends with the natural charge from an NBO analysis.
Atoms and positions in Å:
1 C -2.6075 -1.6727 -0.1587  -0.4253
2 C -1.6109 0.0978 1.2715  -0.2761
3 C -0.0620 0.0930 1.1508  -0.4984
4 C 0.5342 -0.0803 -0.1963  -0.2369
5 C 2.6410 1.4219 0.1741  -0.4916
6 H -3.4008 -1.6300 -1.2306  0.2340
7 H -2.8880 -2.4170 0.4741  0.2338
8 H -1.6659 -2.1694 -0.2404  0.1982
9 H -2.2792 1.3237 1.5967  0.2975
10 H -2.3091 -0.7717 2.0515  0.2290
11 H 0.6397 -0.7396 1.5955  0.2331
12 H 0.1887 0.9506 1.6685  0.2354
13 H -0.0370 0.6235 -0.9543  0.2213
14 H 0.1135 -1.0961 -0.8113  0.2440
15 H 2.0009 2.2584 0.0972  0.2128
16 H 3.6273 1.2621 1.1864  0.2671
17 H 3.6502 1.8935 -0.7949  0.2172
18 N -2.3910 -0.3582 0.0054  -0.1994
19 N 1.9737 0.1018 -0.2390  -0.2624
20 N 2.7153 -0.9378 -0.4111  0.2305
21 N -2.6577 0.4302 -0.8872  0.2193
22 O 3.8939 -0.8476 -0.2557  -0.3904
23 O -2.4553 1.6853 -0.6647  -0.4925

Cartesian forces (eV/Å) of the 2 atoms listed first:
C -1.7 -2.3 -6.9
C -5.9 -0.5 2.0

# 6
C5H12N4O2S in the gas phase at a distorted geometry, computed with ωB97M-V/def2-TZVPD.

Properties
**E**: -26265.290 eV
**HOMO level (spin up / spin down)**: -8.60 / -8.60 eV
**Energy relative to the best compared isomer or geometry (same formula, charge and spin)**: 206.6 kJ/mol

Each line ends with the natural charge from an NBO analysis.
Atoms and positions in Å:
1 C 2.2008 0.3899 0.6996  -0.3975
2 C 0.8681 0.9452 0.9671  0.2359
3 C -1.4316 0.7912 1.5069  -0.4398
4 C 0.0962 -0.7652 2.6545  -0.4002
5 C -0.6041 -0.4984 -3.4906  -0.8859
6 N 2.2782 -0.3284 -0.5804  -0.2063
7 N 1.3511 -0.4393 -1.3335  0.0471
8 N 0.2103 0.1443 -1.0835  -0.7618
9 N -0.0782 0.3950 1.7691  -0.3092
10 O -2.2028 0.4735 -1.6920  -0.9712
11 O -1.4840 -1.7766 -1.2795  -0.9577
12 S -1.1136 -0.4864 -1.7876  2.2911
13 H 3.0040 1.2273 0.7011  0.2424
14 H 2.5626 -0.3574 1.4269  0.2307
15 H 0.5454 1.8812 0.5095  0.2321
16 H -1.6071 1.7997 1.6789  0.2089
17 H -1.5150 0.7367 0.4445  0.2482
18 H -2.1752 0.2263 1.9040  0.2211
19 H -0.2763 -0.4011 3.5751  0.2121
20 H -0.4170 -1.5876 2.2128  0.2261
21 H 1.1162 -0.9184 2.7909  0.2063
22 H 0.3793 -1.0684 -3.6679  0.2534
23 H -1.3292 -0.8335 -4.3282  0.2543
24 H -0.3779 0.4505 -3.5977  0.2197

Cartesian forces (eV/Å) of the 2 atoms listed first:
C 1.2 1.4 1.1
C -2.6 -1.1 0.9